# 1
Below is a molecular structure, C54H54Ge2MnN5O4S3 in a non-equilibrium geometry, with properties calculated with ωB97M-V/def2-TZVPD.

Geometry (Å):
Mn (-0.03, 0.05, 0.45)
O (0.06, 1.90, -1.07)
S (-0.90, 2.97, -0.72)
C (-1.82, 3.32, -2.32)
C (-1.58, 2.21, -3.33)
C (-2.45, 0.98, -3.05)
C (-1.99, -0.25, -3.82)
S (-1.09, -1.48, -2.71)
O (-0.91, -0.76, -1.42)
C (-2.48, -2.58, -2.43)
C (-2.49, -3.83, -3.03)
C (-3.54, -4.70, -2.77)
C (-4.56, -4.33, -1.91)
C (-4.53, -3.08, -1.29)
C (-3.49, -2.21, -1.55)
C (0.11, 4.46, -0.78)
C (-0.43, 5.69, -0.43)
C (0.38, 6.81, -0.42)
C (1.72, 6.70, -0.75)
C (2.27, 5.46, -1.05)
C (1.46, 4.34, -1.06)
H (-1.48, 4.29, -2.68)
H (-2.87, 3.38, -2.03)
H (-0.53, 1.92, -3.26)
H (-1.77, 2.58, -4.34)
H (-3.49, 1.20, -3.27)
H (-2.37, 0.77, -1.98)
H (-1.26, -0.01, -4.59)
H (-2.82, -0.79, -4.27)
H (-1.68, -4.11, -3.69)
H (-3.55, -5.68, -3.24)
H (-5.36, -5.02, -1.69)
H (-5.31, -2.81, -0.60)
H (-3.44, -1.24, -1.07)
H (-1.48, 5.76, -0.17)
H (-0.04, 7.77, -0.15)
H (2.35, 7.58, -0.74)
H (3.32, 5.38, -1.28)
H (1.85, 3.35, -1.28)
C (1.78, -0.92, 5.16)
C (2.39, -1.63, 4.01)
N (3.54, -2.22, 3.98)
N (3.61, -2.72, 2.71)
C (2.56, -2.46, 1.93)
S (2.69, 0.55, 0.51)
N (1.77, -1.76, 2.78)
N (0.53, -1.21, 2.45)
H (2.49, -0.87, 5.98)
H (0.88, -1.45, 5.48)
H (1.49, 0.09, 4.87)
H (4.45, -3.19, 2.41)
H (0.35, -0.40, 3.06)
H (-0.22, -1.88, 2.65)
O (-2.75, 1.02, 0.12)
C (-2.98, 0.12, 0.92)
C (-4.35, -0.15, 1.54)
C (-4.09, -1.35, 2.44)
C (-2.59, -1.60, 2.29)
O (-1.97, -2.45, 2.92)
N (-2.04, -0.75, 1.37)
H (-5.08, -0.33, 0.75)
H (-4.65, 0.74, 2.09)
H (-4.63, -2.24, 2.12)
H (-4.32, -1.16, 3.48)
Ge (-0.55, 2.11, 1.96)
C (0.38, 3.84, 2.46)
C (-0.27, 4.99, 2.90)
C (0.43, 6.14, 3.21)
C (1.81, 6.17, 3.09)
C (2.48, 5.03, 2.68)
C (1.77, 3.88, 2.36)
C (-2.37, 2.68, 2.63)
C (-2.81, 2.28, 3.89)
C (-4.09, 2.60, 4.35)
C (-4.95, 3.34, 3.55)
C (-4.52, 3.75, 2.29)
C (-3.25, 3.43, 1.85)
H (-0.14, 1.21, 3.79)
H (-1.35, 4.97, 3.01)
H (-0.10, 7.03, 3.54)
H (2.36, 7.07, 3.32)
H (3.56, 5.04, 2.60)
H (2.30, 2.99, 2.03)
H (-2.13, 1.71, 4.51)
H (-4.41, 2.28, 5.33)
H (-5.95, 3.58, 3.89)
H (-5.19, 4.32, 1.65)
H (-2.94, 3.75, 0.86)
C (1.78, -0.54, -0.31)
Ge (2.49, -2.29, -0.89)
C (1.31, -3.85, -0.56)
C (0.05, -3.63, 0.00)
C (-0.85, -4.68, 0.14)
C (-0.52, -5.95, -0.30)
C (0.72, -6.17, -0.88)
C (1.63, -5.13, -1.00)
C (4.46, -2.60, -0.79)
C (5.28, -1.92, 0.10)
C (6.65, -2.17, 0.14)
C (7.21, -3.10, -0.72)
C (6.41, -3.74, -1.65)
C (5.05, -3.49, -1.69)
C (2.32, -2.18, -2.91)
C (2.90, -1.10, -3.58)
C (2.76, -0.94, -4.95)
C (2.01, -1.85, -5.68)
C (1.43, -2.93, -5.04)
C (1.59, -3.09, -3.67)
H (-0.21, -2.64, 0.33)
H (-1.81, -4.49, 0.61)
H (-1.23, -6.76, -0.20)
H (0.99, -7.16, -1.23)
H (2.61, -5.31, -1.44)
H (4.85, -1.17, 0.75)
H (7.27, -1.64, 0.85)
H (8.28, -3.31, -0.67)
H (6.86, -4.44, -2.35)
H (4.43, -3.98, -2.44)
H (3.48, -0.38, -3.01)
H (3.22, -0.09, -5.45)
H (1.89, -1.72, -6.75)
H (0.84, -3.64, -5.60)
H (1.14, -3.94, -3.17)

## Properties
DFT total energy in Eh: -9164.22941
LUMO (spin up / spin down) in eV: 2.1 / 2.1
Charge: -1
ΔE to the lowest compared entry with this formula, charge and spin in kJ/mol: 0.0
Orbital gap (spin up / spin down) in eV: 5.5 / 6.2
Highest occupied orbital energy (spin up / spin down) in eV: -3.344 / -4.087
Maximum force in hartree/bohr: 0.0629
Spin multiplicity: 6

***

# 2
Below is a single C23H35N5O4S molecule, with properties calculated with ωB97M-V/def2-TZVPD.

Geometry (Å):
C (-3.86, -3.04, 2.48)
C (-3.67, -1.61, 1.98)
N (-3.09, -1.45, 0.65)
C (-1.74, -1.98, 0.52)
C (-0.77, -1.47, 1.58)
C (-3.95, -1.97, -0.42)
C (-3.85, -1.11, -1.69)
C (-4.53, 0.24, -1.51)
N (-3.88, 1.01, -0.47)
C (-3.94, 2.34, -0.45)
O (-4.49, 3.01, -1.31)
C (-3.22, 3.00, 0.73)
N (-1.84, 3.24, 0.38)
C (-1.52, 4.13, -0.59)
N (-0.34, 4.40, -1.01)
C (0.71, 3.73, -0.43)
C (2.01, 4.00, -0.87)
C (3.07, 3.33, -0.32)
C (2.85, 2.39, 0.68)
S (4.24, 1.42, 1.29)
O (3.94, 0.96, 2.62)
O (5.45, 2.14, 1.05)
N (4.24, 0.08, 0.30)
C (3.12, -0.82, 0.45)
C (3.48, -2.18, -0.15)
C (3.88, -2.02, -1.62)
C (4.27, -3.37, -2.22)
C (5.03, -1.02, -1.71)
C (4.63, 0.31, -1.07)
C (1.59, 2.11, 1.14)
C (0.50, 2.78, 0.58)
C (-0.86, 2.49, 1.03)
O (-1.16, 1.68, 1.89)
H (-4.49, -3.61, 1.79)
H (-2.90, -3.55, 2.57)
H (-4.34, -3.03, 3.45)
H (-3.04, -1.06, 2.68)
H (-4.65, -1.11, 1.96)
H (-1.37, -1.66, -0.46)
H (-1.74, -3.08, 0.52)
H (-0.86, -0.40, 1.70)
H (0.25, -1.71, 1.28)
H (-0.94, -1.95, 2.54)
H (-3.69, -3.01, -0.66)
H (-4.98, -1.95, -0.07)
H (-4.33, -1.65, -2.50)
H (-2.80, -0.96, -1.96)
H (-5.58, 0.09, -1.25)
H (-4.49, 0.82, -2.44)
H (-3.41, 0.44, 0.24)
H (-3.24, 2.36, 1.62)
H (-3.71, 3.96, 0.95)
H (-2.36, 4.64, -1.05)
H (2.15, 4.74, -1.64)
H (4.09, 3.52, -0.62)
H (2.92, -0.90, 1.52)
H (2.23, -0.41, -0.05)
H (4.31, -2.60, 0.41)
H (2.62, -2.85, -0.06)
H (3.02, -1.62, -2.17)
H (3.45, -4.07, -2.16)
H (5.12, -3.79, -1.69)
H (4.55, -3.25, -3.27)
H (5.90, -1.42, -1.18)
H (5.31, -0.85, -2.75)
H (5.47, 1.00, -1.05)
H (3.80, 0.76, -1.64)
H (1.44, 1.39, 1.93)

## Properties
DFT total energy in Eh: -1870.40765
LUMO in eV: 0.1
Orbital gap in eV: 9.1
SMILES: CCN(CC)CCCNC(=O)Cn1cnc2ccc(S(=O)(=O)N3CCC(C)CC3)cc2c1=O
Highest occupied orbital energy in eV: -8.963
Maximum force in hartree/bohr: 0.0192

***

# 3
Below is a single C4H6N2O molecule, with properties calculated with ωB97M-V/def2-TZVPD.

Geometry (Å):
N (-2.12, 0.52, -0.44)
C (-0.81, 0.08, -0.23)
C (-0.41, -1.25, -0.40)
N (0.80, -1.53, 0.05)
C (1.55, 0.35, 0.10)
O (2.29, 0.93, 1.07)
C (0.26, 0.88, 0.08)
H (-2.78, -0.10, 0.00)
H (-2.24, 1.45, -0.06)
H (-1.03, -1.95, -0.97)
H (1.12, -2.42, -0.36)
H (3.22, 1.02, 0.82)
H (0.16, 1.95, 0.27)

## Properties
DFT total energy in Eh: -340.65142
LUMO (spin up / spin down) in eV: 0.7 / 0.7
ΔE to the lowest compared entry with this formula, charge and spin in kJ/mol: 376.7
Orbital gap (spin up / spin down) in eV: 7.9 / 7.9
Highest occupied orbital energy (spin up / spin down) in eV: -7.208 / -7.207
Maximum force in hartree/bohr: 0.0149

***

# 4
Below is a molecular structure, C25H19BeGeNO7 in a non-equilibrium geometry, with properties calculated with ωB97M-V/def2-TZVPD.

Geometry (Å):
Be (-2.70, -1.00, -0.88)
O (-3.21, -2.58, 4.57)
C (-3.18, -2.14, 3.31)
C (-2.76, -0.85, 2.92)
C (-2.84, -0.52, 1.58)
N (-3.45, -1.29, 0.67)
C (-3.46, -2.63, 0.96)
C (-3.42, -3.11, 2.29)
C (-3.23, -3.41, -0.32)
O (-3.55, -4.57, -0.40)
O (-2.56, -2.62, -1.16)
C (-2.10, 0.59, 0.91)
O (-1.76, 1.65, 1.39)
O (-1.78, 0.22, -0.37)
H (-3.25, -1.86, 5.22)
H (-2.43, -0.09, 3.64)
H (-3.53, -4.15, 2.51)
O (-1.30, 0.06, -2.89)
C (-2.52, 0.09, -2.98)
O (-3.38, -0.45, -2.23)
H (-2.95, 0.62, -3.87)
C (1.06, -1.32, -2.63)
Ge (0.21, -0.16, -1.37)
C (0.71, -0.90, 0.42)
C (0.75, -2.25, 0.59)
C (1.22, -2.77, 1.85)
C (1.38, -1.92, 2.93)
C (1.33, -0.52, 2.73)
C (1.01, -0.04, 1.51)
C (0.86, 1.68, -1.49)
C (-0.12, 2.62, -1.57)
C (0.12, 4.01, -1.50)
C (1.41, 4.45, -1.40)
C (2.51, 3.49, -1.34)
C (3.82, 3.96, -1.12)
C (4.89, 3.11, -1.12)
C (4.65, 1.72, -1.32)
C (3.38, 1.23, -1.51)
C (2.27, 2.06, -1.47)
H (2.09, -1.48, -2.37)
H (0.91, -0.92, -3.64)
H (0.60, -2.29, -2.62)
H (0.38, -2.94, -0.20)
H (1.34, -3.84, 1.91)
H (1.57, -2.36, 3.92)
H (1.50, 0.19, 3.53)
H (1.03, 1.02, 1.42)
H (-1.16, 2.25, -1.50)
H (-0.73, 4.69, -1.36)
H (1.69, 5.50, -1.48)
H (3.96, 5.05, -0.92)
H (5.93, 3.50, -1.02)
H (5.50, 1.07, -1.25)
H (3.27, 0.18, -1.50)

## Properties
DFT total energy in Eh: -3637.40179
LUMO (spin up / spin down) in eV: 2.5 / 2.5
Charge: -1
Orbital gap (spin up / spin down) in eV: 4.2 / 8.0
Highest occupied orbital energy (spin up / spin down) in eV: -1.707 / -5.461
Maximum force in hartree/bohr: 0.0543
Spin multiplicity: 2

***

# 5
Below is a molecular structure, C4H10N2O2 in a non-equilibrium geometry, with properties calculated with ωB97M-V/def2-TZVPD.

Geometry (Å):
O (0.30, -1.89, 0.28)
C (0.49, -0.68, -0.33)
N (1.49, -0.11, -1.54)
C (1.08, -1.36, -1.91)
O (-2.94, 0.94, 1.11)
C (-0.14, 0.58, 0.20)
C (-0.32, 0.54, 1.74)
N (0.70, 1.73, -0.02)
H (1.29, -1.16, 0.39)
H (1.97, -2.10, -1.97)
H (0.28, -1.52, -2.66)
H (-3.87, 1.06, 0.95)
H (-1.13, 0.60, -0.27)
H (-1.25, 1.13, 1.96)
H (0.59, 0.91, 2.28)
H (-0.78, -0.46, 1.96)
H (0.42, 2.01, -0.87)
H (1.58, 1.30, -0.12)

## Properties
DFT total energy in Eh: -417.91258
LUMO in eV: -3.6
ΔE to the lowest compared entry with this formula, charge and spin in kJ/mol: 1439.8
Orbital gap in eV: 3.8
Highest occupied orbital energy in eV: -7.401
Maximum force in hartree/bohr: 0.1003

***

# 6
Below is a molecular structure, C26H60F2N5O10S2V in a non-equilibrium geometry, with properties calculated with ωB97M-V/def2-TZVPD.

Geometry (Å):
O (-1.73, 0.94, 0.53)
V (-0.43, 0.42, -0.32)
O (0.90, 1.16, 0.30)
N (-0.55, -1.53, -2.98)
S (0.37, -2.13, -3.96)
O (0.65, -1.50, -5.22)
O (0.37, -3.59, -4.09)
F (1.75, -1.83, -3.13)
S (-2.02, -1.52, -3.89)
O (-2.26, -2.60, -4.89)
O (-2.56, -0.19, -4.20)
F (-2.81, -2.00, -2.66)
C (6.68, 0.01, -0.73)
C (7.31, 0.89, -1.83)
C (7.24, 2.38, -1.34)
C (8.27, 3.31, -2.01)
C (9.71, 2.81, -1.88)
C (9.82, 1.27, -2.38)
N (8.71, 0.48, -1.82)
O (8.93, -0.88, -2.18)
C (9.70, 1.35, -3.87)
C (11.21, 0.85, -1.86)
C (6.62, 0.75, -3.12)
H (7.09, 0.18, 0.26)
H (6.77, -1.03, -1.07)
H (5.62, 0.19, -0.55)
H (6.33, 2.78, -1.76)
H (7.22, 2.60, -0.27)
H (8.21, 4.34, -1.67)
H (8.00, 3.41, -3.06)
H (9.88, 2.98, -0.81)
H (10.40, 3.42, -2.47)
H (10.31, 2.15, -4.28)
H (10.10, 0.47, -4.39)
H (8.78, 1.45, -4.45)
H (11.84, 1.23, -2.66)
H (11.37, 1.18, -0.84)
H (11.36, -0.23, -1.78)
H (6.83, -0.10, -3.76)
H (6.85, 1.64, -3.70)
H (5.56, 0.78, -2.85)
H (8.98, -1.28, -1.31)
C (-8.42, -0.56, 5.38)
C (-8.43, -1.56, 4.29)
C (-9.11, -0.81, 3.11)
C (-8.87, -1.42, 1.76)
C (-7.42, -1.53, 1.40)
C (-6.67, -2.31, 2.56)
N (-7.02, -1.89, 3.96)
O (-6.36, -2.64, 4.91)
C (-6.94, -3.80, 2.33)
C (-5.16, -2.04, 2.46)
C (-9.26, -2.80, 4.62)
H (-7.65, 0.21, 5.25)
H (-8.29, -1.19, 6.27)
H (-9.36, -0.01, 5.37)
H (-10.19, -0.73, 3.13)
H (-8.84, 0.24, 3.25)
H (-9.36, -0.84, 0.98)
H (-9.50, -2.30, 1.65)
H (-6.90, -0.57, 1.29)
H (-7.36, -2.11, 0.48)
H (-6.42, -4.35, 3.12)
H (-8.00, -4.04, 2.34)
H (-6.56, -4.11, 1.36)
H (-4.61, -2.53, 3.26)
H (-4.67, -2.36, 1.54)
H (-5.02, -0.97, 2.62)
H (-10.33, -2.75, 4.82)
H (-9.04, -3.15, 5.63)
H (-9.23, -3.64, 3.93)
H (-5.66, -2.03, 5.11)
C (-1.57, 5.10, -4.10)
C (-1.57, 4.56, -2.67)
C (-2.90, 4.53, -1.96)
O (-3.50, 5.81, -2.20)
C (-2.86, 6.95, -1.67)
N (-1.07, 3.22, -2.72)
H (-1.56, 6.19, -4.14)
H (-2.40, 4.75, -4.71)
H (-0.57, 4.98, -4.50)
H (-0.86, 5.17, -2.11)
H (-2.82, 4.40, -0.88)
H (-3.45, 3.67, -2.33)
H (-3.39, 7.90, -1.61)
H (-1.87, 7.25, -2.01)
H (-2.73, 6.87, -0.59)
H (-0.22, 3.33, -3.25)
H (-1.56, 2.75, -3.46)
C (0.08, -1.65, 4.04)
C (0.78, -2.44, 2.89)
C (1.12, -3.92, 3.09)
O (1.41, -4.67, 1.95)
C (2.77, -4.54, 1.54)
N (-0.05, -2.45, 1.71)
H (0.15, -0.56, 4.04)
H (0.49, -1.91, 5.02)
H (-0.99, -1.83, 4.08)
H (1.72, -1.97, 2.61)
H (0.20, -4.41, 3.41)
H (1.72, -4.08, 3.98)
H (2.88, -3.61, 0.99)
H (3.11, -5.26, 0.80)
H (3.40, -4.44, 2.43)
H (-0.96, -2.87, 1.87)
H (0.35, -3.25, 1.23)

## Properties
DFT total energy in Eh: -3992.49062
LUMO in eV: -4.2
Orbital gap in eV: 4.0
Highest occupied orbital energy in eV: -8.203
Maximum force in hartree/bohr: 0.2253

***

# 7
Below is a molecular structure, C7H13AsIIrNOS4 in a non-equilibrium geometry, with properties calculated with ωB97M-V/def2-TZVPD.

Geometry (Å):
Ir (0.51, 2.40, -1.16)
S (3.37, -0.78, -1.97)
As (3.13, 1.30, -2.26)
S (2.81, 2.42, -0.38)
S (1.28, 1.77, -3.37)
S (4.86, 1.99, -3.30)
O (-0.80, 0.34, -0.90)
C (-0.10, -0.57, -0.48)
C (-0.32, -2.00, -0.86)
C (-1.30, -2.58, 0.19)
C (-0.98, -2.30, 1.67)
C (-1.13, -0.84, 2.12)
C (0.10, 0.04, 1.82)
N (0.74, -0.40, 0.59)
H (0.63, -2.54, -0.83)
H (-0.74, -2.08, -1.86)
H (-1.35, -3.66, 0.04)
H (-2.30, -2.19, -0.03)
H (0.02, -2.68, 1.91)
H (-1.68, -2.90, 2.26)
H (-1.34, -0.81, 3.20)
H (-2.00, -0.41, 1.61)
H (0.84, -0.02, 2.62)
H (-0.20, 1.09, 1.72)
H (1.38, -1.17, 0.71)
I (-1.08, 5.50, -1.89)
C (-1.11, 3.71, -0.65)
H (-2.08, 3.26, -0.87)
H (-1.14, 4.11, 0.36)

## Properties
DFT total energy in Eh: -4635.10195
LUMO (spin up / spin down) in eV: 2.6 / 0.4
Charge: -1
ΔE to the lowest compared entry with this formula, charge and spin in kJ/mol: 26.7
Orbital gap (spin up / spin down) in eV: 6.5 / 4.8
Highest occupied orbital energy (spin up / spin down) in eV: -3.920 / -4.411
Maximum force in hartree/bohr: 0.0253
Spin multiplicity: 5

***

# 8
Below is a molecular structure, C3H9N2PS in a non-equilibrium geometry, with properties calculated with ωB97M-V/def2-TZVPD.

Geometry (Å):
C (0.42, 1.25, 0.28)
C (-0.04, 2.40, 1.11)
C (-0.76, -2.15, -0.20)
N (0.51, 0.11, 0.89)
N (1.30, -0.65, -1.98)
P (0.89, -1.33, 0.18)
S (2.30, -2.21, 1.19)
H (0.50, 1.36, -0.78)
H (-0.49, 3.24, 0.58)
H (-0.70, 2.10, 1.86)
H (0.93, 2.64, 1.71)
H (-0.93, -2.23, -1.29)
H (-0.94, -3.08, 0.39)
H (-1.52, -1.41, 0.28)
H (1.64, -1.29, -2.65)
H (2.08, -0.14, -1.58)

## Properties
DFT total energy in Eh: -968.70607
LUMO in eV: 0.1
ΔE to the lowest compared entry with this formula, charge and spin in kJ/mol: 200.8
Orbital gap in eV: 8.7
Highest occupied orbital energy in eV: -8.599
Maximum force in hartree/bohr: 0.0946